Entry 1:
{
  "formula": "C6H10",
  "method": "the ωB97M-V functional and the def2-TZVPD basis",
  "smiles": "CC#CCCC",
  "homo_lumo_gap_ha": 0.3805,
  "charge": 0,
  "homo_energy_ev": -9.30,
  "e_lumo_ev": 1.1,
  "species": ["C", "C", "C", "C", "C", "C", "H", "H", "H", "H", "H", "H", "H", "H", "H", "H"],
  "coordinates": [[1.59900, 0.48603, -0.88925], [0.71998, -0.47701, -1.67610], [-0.27222, -1.38639, -0.76981], [-0.81071, -0.63412, 0.33834], [-1.01583, 0.21328, 1.16765], [-1.48666, 1.03819, 2.26013], [1.14587, 1.42616, -0.55977], [2.59156, 0.79626, -1.24794], [1.74406, -0.10229, 0.04490], [1.35134, -1.21069, -2.19189], [0.13569, 0.10401, -2.39603], [-1.08964, -1.75019, -1.40650], [0.27359, -2.26816, -0.38991], [-2.55533, 0.86922, 2.41227], [-0.98241, 0.78425, 3.19513], [-1.34829, 2.11146, 2.10878]],
  "forces_ev_per_angstrom": [[0.32, -0.62, 1.96], [-0.57, -0.37, -0.03], [0.85, 0.42, -1.04], [0.31, 0.86, 0.19], [-0.43, -0.58, -0.05], [-0.20, 0.37, 0.58], [-0.46, -0.31, -0.24], [-0.39, -0.64, -0.51], [0.54, 0.78, -0.18], [-0.16, 0.32, -0.19], [-0.09, -0.45, -0.11], [0.28, -0.01, 0.06], [-0.12, 0.34, -0.21], [0.04, 0.03, 0.01], [0.01, -0.03, -0.05], [0.07, -0.12, -0.19]]
}


Entry 2:
{
  "formula": "C6H10",
  "method": "the ωB97M-V functional and the def2-TZVPD basis",
  "smiles": "C1=CCCCC1",
  "homo_lumo_gap_ha": 0.3806,
  "charge": 0,
  "homo_energy_ev": -9.15,
  "e_lumo_ev": 1.2,
  "species": ["C", "C", "C", "C", "C", "C", "H", "H", "H", "H", "H", "H", "H", "H", "H", "H"],
  "coordinates": [[-0.10928, -1.22390, -0.38392], [-0.84494, -0.60747, 0.80904], [-1.18866, 0.82573, 0.40496], [0.05765, 1.52524, -0.09771], [1.18239, 0.88389, -0.42568], [1.29116, -0.62203, -0.45116], [-0.64513, -0.91654, -1.29310], [-0.09673, -2.31745, -0.37598], [-0.18257, -0.58868, 1.68751], [-1.73468, -1.18112, 1.09142], [-1.63013, 1.39962, 1.22903], [-1.95906, 0.78512, -0.38069], [0.03163, 2.61199, -0.15221], [2.06715, 1.45372, -0.70658], [1.89904, -0.97137, 0.39723], [1.81789, -0.94856, -1.35696]],
  "forces_ev_per_angstrom": [[-0.01, -0.07, -0.03], [-0.06, -0.03, 0.01], [-0.01, 0.01, 0.02], [0.14, -0.04, 0.00], [-0.14, 0.11, 0.05], [0.00, -0.01, 0.00], [0.04, -0.20, 0.06], [0.10, 0.10, 0.16], [-0.11, -0.06, -0.16], [0.06, 0.14, -0.13], [0.13, -0.10, -0.06], [0.14, 0.15, 0.09], [0.02, -0.12, 0.02], [-0.17, -0.03, 0.00], [-0.07, 0.04, -0.13], [-0.08, 0.11, 0.10]]
}


Entry 3:
{
  "formula": "C6H10",
  "method": "the ωB97M-V functional and the def2-TZVPD basis",
  "homo_lumo_gap_ha": [0.3056, 0.2979],
  "charge": 0,
  "homo_energy_ev": [-8.06, -7.46],
  "e_lumo_ev": [0.3, 0.6],
  "species": ["C", "C", "C", "C", "C", "C", "H", "H", "H", "H", "H", "H", "H", "H", "H", "H"],
  "coordinates": [[0.56258, 0.48895, 1.38599], [0.14727, -0.91637, 1.11652], [0.80826, -1.21841, -0.21523], [0.43973, -0.15273, -1.21088], [-0.78603, 0.57985, -1.35489], [-1.33596, 1.49688, -0.52235], [1.60969, 0.74925, 1.23635], [0.03880, 1.08634, 2.13956], [-0.94586, -0.98972, 1.03517], [0.45746, -1.63494, 1.89861], [0.60633, -2.23145, -0.61437], [1.90131, -1.18396, -0.05348], [0.96267, -0.29263, -2.17332], [-1.30953, 0.42676, -2.31043], [-2.36271, 1.84603, -0.65652], [-0.73656, 1.94359, 0.26707]],
  "forces_ev_per_angstrom": [[0.17, 0.03, 1.22], [-0.06, 0.00, -0.13], [0.11, 0.03, 0.10], [0.41, -0.47, -1.11], [-0.46, 0.47, 0.29], [0.09, -0.23, -0.26], [-0.20, -0.03, -0.08], [0.13, -0.18, -0.32], [0.21, 0.03, 0.02], [-0.02, 0.26, -0.16], [-0.07, 0.32, 0.09], [-0.25, -0.02, -0.12], [-0.18, 0.10, 0.39], [0.06, -0.11, 0.27], [0.40, 0.04, -0.16], [-0.33, -0.23, -0.04]]
}


Entry 4:
{
  "formula": "C6H10",
  "method": "the ωB97M-V functional and the def2-TZVPD basis",
  "homo_lumo_gap_ha": 0.3511,
  "charge": 0,
  "homo_energy_ev": -8.69,
  "e_lumo_ev": 0.9,
  "species": ["C", "C", "C", "C", "C", "C", "H", "H", "H", "H", "H", "H", "H", "H", "H", "H"],
  "coordinates": [[1.32983, -1.14724, -0.46087], [0.92815, 0.02358, -1.35005], [0.12567, 1.09253, -0.63427], [0.42480, 1.43894, 0.78403], [-0.78971, 0.88800, 0.75853], [-1.60916, -0.02193, 1.63134], [1.83077, -0.78544, 0.44124], [2.00577, -1.82231, -0.99409], [0.45366, -1.72810, -0.14921], [0.39082, -0.32279, -2.24140], [1.82603, 0.54590, -1.70902], [-0.27900, 1.87139, -1.28686], [-1.23021, 0.72239, -0.39230], [-1.25396, 0.10761, 2.65755], [-2.67794, 0.21109, 1.59090], [-1.47550, -1.07362, 1.35449]],
  "forces_ev_per_angstrom": [[0.02, -0.05, 0.05], [-0.01, 0.00, -0.03], [0.28, 0.07, -0.38], [-0.50, -0.18, -0.13], [0.25, 0.00, 0.37], [-0.06, -0.03, 0.05], [-0.06, -0.07, -0.12], [-0.09, 0.10, 0.07], [0.12, 0.10, -0.05], [0.06, 0.06, 0.13], [-0.11, -0.05, 0.03], [0.04, -0.13, 0.12], [-0.05, 0.06, 0.01], [-0.03, -0.01, -0.15], [0.16, -0.03, -0.01], [-0.01, 0.16, 0.03]]
}


Here are the calculated energy above the lowest of the compared OMol25 structures with the same formula, charge and spin numbers, same order: 166.1; 3.8; 400.0; 474.0 (kJ/mol).